Density functional theory data (wB97M-V/def2-TZVPD) for a molecular structure, Ag3ClO20Pb2S4 in a non-equilibrium geometry.

Each line ends with the Löwdin spin population.
Element x y z (Å)
Pb 7.181 12.204 4.517  0.00
Pb 11.497 7.475 7.679  0.00
Ag 8.743 11.000 7.920  0.06
Ag 6.846 7.909 5.054  0.09
Ag 12.199 8.838 3.822  0.00
Cl 9.438 14.483 8.803  -0.06
O 8.464 14.287 9.828  0.07
O 10.722 14.171 9.235  0.05
O 9.151 13.696 7.606  0.45
O 9.369 15.800 8.281  0.44
S 8.034 7.543 8.492  -0.05
O 7.600 7.060 9.793  0.35
O 6.958 7.496 7.455  0.28
O 8.239 9.018 8.713  0.40
O 9.270 6.895 8.104  -0.02
S 5.337 10.522 6.496  0.00
O 5.686 9.903 5.223  0.00
O 4.066 11.165 6.301  0.00
O 5.384 9.639 7.555  0.00
O 6.520 11.408 6.642  0.01
S 10.324 6.489 4.736  -0.02
O 11.160 7.429 5.444  -0.01
O 10.366 5.267 5.274  0.20
O 8.909 6.821 5.014  0.59
O 10.511 6.661 3.276  0.12
S 9.493 10.164 5.328  0.00
O 8.199 9.559 4.980  0.02
O 9.250 11.523 5.568  0.00
O 10.008 9.744 6.609  0.01
O 10.587 9.942 4.380  0.00

As for the net charge: +1. For the gap between HOMO and LUMO (alpha / beta), the calculation gives 5.44 / 2.82 eV. As for the expectation value of S²: 3.782. As for the spin multiplicity: 4.

***

Density functional theory data (wB97M-V/def2-TZVPD) for a molecular structure, AgCl2F4N2O8S4 in a non-equilibrium geometry.

Each line ends with the natural charge from an NBO analysis.
Element x y z (Å)
Ag -2.122 -0.368 0.238  0.88
Cl -2.802 -2.583 1.803  -0.94
Cl -3.833 0.929 -1.612  -0.94
N 2.085 -1.048 -2.318  -1.13
S 1.926 -2.396 -3.012  2.45
O 0.696 -2.467 -3.761  -0.95
O 2.379 -3.619 -2.397  -0.93
F 2.996 -2.151 -4.213  -0.54
S 1.379 -1.399 -0.879  2.44
O 2.110 -2.263 0.032  -0.92
O -0.050 -1.527 -0.905  -0.92
F 1.575 0.030 -0.242  -0.49
N -1.216 1.392 1.355  -1.14
S -0.461 2.651 0.940  2.42
O 0.983 2.707 1.101  -0.92
O -1.202 3.883 0.938  -0.93
F -0.506 2.282 -0.638  -0.52
S -0.939 1.635 3.001  2.40
O -1.660 2.725 3.603  -0.91
O 0.366 1.261 3.451  -0.91
F -1.703 0.326 3.515  -0.50

As for the net charge: -3. For the gap between HOMO and LUMO, the calculation gives 6.78 eV.

***

Density functional theory data (wB97M-V/def2-TZVPD) for a molecular structure, AgCl2H8O4 in a non-equilibrium geometry.

Each line ends with the Löwdin spin population.
Element x y z (Å)
Ag 0.082 -0.012 0.010  0.45
Cl 1.332 -2.249 -0.761  0.17
Cl -1.508 1.873 0.921  0.31
O 0.955 1.354 -1.634  0.01
H 0.438 1.267 -2.445  0.00
H 1.643 1.996 -1.844  0.00
O 1.755 0.747 1.395  0.01
H 2.369 0.910 0.666  0.00
H 2.127 1.230 2.141  0.00
O -1.809 -0.815 -1.219  0.01
H -1.676 -1.776 -1.192  0.00
H -2.313 -0.654 -2.025  0.00
O -0.921 -1.125 1.716  0.02
H -0.811 -2.015 2.073  0.00
H -1.662 -0.732 2.197  0.00

For the gap between HOMO and LUMO (alpha / beta), the calculation gives 9.22 / 5.90 eV. As for the expectation value of S²: 0.755. The energy above the lowest of the compared OMol25 structures with the same formula, charge and spin comes out at 0.0000 eV. As for the spin multiplicity: 2.

***

Density functional theory data (wB97M-V/def2-TZVPD) for a molecular structure, AgCl3 in a non-equilibrium geometry.

Each line ends with the natural charge from an NBO analysis.
Element x y z (Å)
Ag 0.364 -0.284 0.115  0.71
Cl -0.795 1.339 1.249  -0.93
Cl -1.234 -1.796 -0.032  -0.89
Cl 1.665 0.741 -1.332  -0.88

As for the net charge: -2. For the gap between HOMO and LUMO, the calculation gives 6.09 eV. The energy above the lowest of the compared OMol25 structures with the same formula, charge and spin comes out at 1.5700 eV.

***

Density functional theory data (wB97M-V/def2-TZVPD) for a molecular structure, AgCl4O20S in a non-equilibrium geometry.

Each line ends with the Löwdin spin population.
Element x y z (Å)
Ag 7.782 7.951 5.506  0.00
Cl 10.273 9.258 8.932  0.00
O 9.226 8.736 8.039  0.00
O 10.863 8.252 9.713  0.00
O 10.915 10.260 8.231  0.00
O 9.739 10.031 10.151  0.00
Cl 5.115 9.419 5.842  0.00
O 4.361 10.419 5.009  0.00
O 4.052 8.632 6.383  0.00
O 5.787 8.696 4.679  0.00
O 6.115 9.873 6.796  0.00
Cl 6.929 4.681 7.915  0.00
O 5.747 4.689 8.885  0.00
O 7.132 5.942 7.354  0.00
O 8.263 4.182 8.355  0.00
O 6.648 3.858 6.710  0.00
Cl 8.482 13.140 4.737  0.00
O 9.345 13.965 5.718  0.00
O 9.038 11.899 4.845  0.00
O 7.351 13.420 5.675  0.00
O 8.315 13.590 3.467  0.00
S 10.768 6.869 4.449  -0.03
O 12.194 7.470 4.340  0.59
O 10.004 6.857 3.216  0.02
O 11.367 5.547 4.700  0.41
O 10.071 7.471 5.522  0.01

As for the net charge: -4. For the gap between HOMO and LUMO (alpha / beta), the calculation gives 6.19 / 5.60 eV. As for the expectation value of S²: 0.759. As for the spin multiplicity: 2.

***

Density functional theory data (wB97M-V/def2-TZVPD) for a molecular structure, AgH12O10P in a non-equilibrium geometry.

Each line ends with the Löwdin spin population.
Element x y z (Å)
Ag 0.237 0.157 -0.326  0.22
P 1.534 0.856 2.055  -0.02
O 3.011 0.523 2.270  0.08
O 1.272 1.723 0.772  0.32
O 0.827 1.448 3.278  0.04
O 0.861 -0.505 1.590  0.37
O -1.929 -0.936 2.589  0.00
H -1.100 -0.996 2.080  0.00
H -1.651 -0.458 3.378  0.00
O 1.204 1.546 -2.002  0.00
H 2.023 1.943 -1.668  0.00
H 1.424 1.172 -2.864  0.00
O -1.072 -1.787 -0.203  0.01
H -1.089 -2.548 0.395  0.00
H -1.461 -2.112 -1.019  0.00
O -1.616 1.354 0.532  0.00
H -2.396 1.727 0.105  0.00
H -1.376 1.976 1.239  0.00
O 1.689 -1.348 -1.261  0.00
H 2.490 -1.604 -0.778  0.00
H 1.697 -1.874 -2.073  0.00
O -1.299 0.076 -2.418  0.00
H -1.386 -0.856 -2.634  0.00
H -1.893 0.524 -3.036  0.00

As for the net charge: -1. For the gap between HOMO and LUMO (alpha / beta), the calculation gives 4.82 / 4.72 eV. As for the expectation value of S²: 0.760. As for the spin multiplicity: 2.